No. 1
This record from the Open Molecules 2025 dataset describes C4H8N2 in the gas phase at a distorted geometry. The level of theory is the ωB97M-V functional and the def2-TZVPD basis.

Properties
HOMO-LUMO gap (eV): 10.20
Highest occupied orbital energy (Ha): -0.33975
SMILES: [H]/N=C(C)\N=C/C
Charge: 0

XYZ file:
```
14
Properties=species:S:1:pos:R:3:forces:R:3:mulliken_charge:R:1
H -2.69949 0.14072 -0.00307 0.3 0.0 0.2 0.25
N -2.08532 0.80242 -0.47597 -0.4 -0.1 -0.5 -0.66
C -0.89381 0.80015 -0.05252 -0.1 0.2 -0.5 0.61
C 0.10839 1.73490 -0.67609 -0.2 0.1 0.0 -1.05
N -0.46998 0.08949 1.04579 -0.5 0.5 1.0 -0.47
C 0.27921 -0.89979 1.14946 0.4 -0.7 -0.2 0.11
C 0.94675 -1.66265 0.04919 -0.1 0.0 -0.2 -0.91
H 0.55149 1.25810 -1.54836 0.1 0.0 -0.1 0.24
H 0.89381 1.98139 0.02548 0.2 0.1 0.1 0.33
H -0.40625 2.63634 -1.00913 0.1 -0.1 0.0 0.34
H 0.44900 -1.27560 2.15701 0.1 0.0 0.1 0.43
H 0.92511 -1.10633 -0.88747 0.0 -0.1 0.0 0.23
H 0.42388 -2.61054 -0.10095 0.1 0.0 0.0 0.26
H 1.97722 -1.88863 0.32662 0.0 0.0 -0.1 0.30
```
Forces are in eV/Å.



No. 2
This record from the Open Molecules 2025 dataset describes C6H6 in the gas phase at a distorted geometry. The level of theory is the ωB97M-V functional and the def2-TZVPD basis.

Properties
HOMO-LUMO gap (eV): 9.08
Highest occupied orbital energy (Ha): -0.29236
SMILES: CC=C=C1C=C1
Charge: 0

XYZ file:
```
12
Properties=species:S:1:pos:R:3:forces:R:3:mulliken_charge:R:1
C 2.33237 0.29356 -0.10268 -0.6 0.0 1.6 -0.89
C 1.19109 -0.58127 0.46536 1.1 1.1 -1.3 -0.77
C -0.06996 -0.39261 0.28303 0.0 0.8 0.1 0.06
C -1.28167 -0.07395 0.05490 -2.5 0.3 -0.5 0.48
C -2.42874 -0.23399 -0.81762 -0.9 1.4 2.7 -0.41
C -2.66936 0.44390 0.33055 2.6 -2.1 -3.2 -0.37
H 2.42574 1.09989 0.66253 0.3 -0.2 -0.7 0.24
H 1.98552 0.74794 -1.04293 0.6 -0.3 0.2 0.32
H 3.31790 -0.24055 -0.10977 -1.0 0.4 -0.5 0.28
H 1.40430 -1.41729 1.03125 1.1 -1.8 1.2 0.40
H -2.88749 -0.64004 -1.69514 0.1 -0.1 -0.3 0.32
H -3.31969 0.99441 0.94052 -0.7 0.5 0.7 0.35
```
Forces are in eV/Å.



No. 3
This record from the Open Molecules 2025 dataset describes a molecular structure, C19H24Cl3GeN2PbSe. The level of theory is the ωB97M-V functional and the def2-TZVPD basis.

Properties
HOMO-LUMO gap (eV): 8.04
Highest occupied orbital energy (Ha): -0.40712
Charge: +1

XYZ file:
```
51
Properties=species:S:1:pos:R:3:forces:R:3:mulliken_charge:R:1
Pb -0.16989 -0.43416 -0.06601 0.3 -0.5 0.5 0.85
N 2.19437 0.55088 -0.04561 0.1 -0.1 0.1 -0.42
C 2.98572 0.03388 1.04462 0.0 0.0 0.0 0.93
C 4.22965 -0.51394 0.76108 -0.1 -0.1 -0.1 -0.82
C 5.02915 -1.01734 1.77133 0.0 0.0 0.0 -0.65
C 4.57146 -0.97039 3.07809 0.0 0.0 0.0 -0.76
C 3.32760 -0.43028 3.35333 -0.1 0.0 0.0 -0.83
C 2.50327 0.09712 2.35281 0.1 -0.1 0.0 0.25
C 1.17826 0.65630 2.75803 0.0 0.0 0.0 1.10
C 1.14108 1.39801 3.94453 0.0 0.0 -0.1 -0.65
C -0.05686 1.77709 4.52665 -0.1 0.0 0.0 -0.90
C -1.25088 1.39864 3.93430 0.0 0.0 0.1 -0.80
C -1.22017 0.72542 2.72210 -0.1 0.0 -0.2 0.22
C -0.02760 0.37468 2.08907 0.0 -0.1 -0.2 -0.63
H 2.68253 0.39371 -0.92030 0.0 0.1 0.0 0.22
H 2.07221 1.55038 0.06421 0.0 0.1 0.0 0.20
H 4.57224 -0.54363 -0.26774 0.0 0.0 0.0 0.30
H 5.99740 -1.43747 1.53638 0.0 0.0 0.0 0.40
H 5.17994 -1.36438 3.88085 0.0 0.0 0.0 0.40
H 2.96370 -0.44036 4.37159 0.0 0.0 0.0 0.54
H 2.07287 1.67763 4.41998 0.0 0.0 0.0 0.59
H -0.05807 2.34556 5.44753 0.0 0.0 0.0 0.43
H -2.19336 1.63140 4.41440 0.0 0.0 0.0 0.41
H -2.16108 0.45647 2.25128 0.0 0.0 0.0 0.28
C -7.03549 -1.31278 1.24070 0.2 0.0 0.1 -1.23
Ge -5.18650 -0.77772 1.62418 0.1 0.0 -0.2 0.59
C -4.06694 -2.24422 2.30698 -0.2 0.2 -0.1 -1.06
C -5.21581 0.74239 2.87874 0.0 -0.2 -0.2 -1.06
C -4.53288 -0.34531 -0.22925 0.0 0.1 0.2 -1.06
Se -2.94090 0.71795 -0.63996 -0.5 0.0 0.2 0.05
C -3.33597 2.30416 0.43358 0.1 0.0 -0.1 -0.65
H -7.54417 -1.64580 2.14543 0.0 0.0 0.0 0.38
H -7.07394 -2.11981 0.50918 0.0 0.0 0.0 0.37
H -7.58600 -0.46204 0.83712 0.0 0.0 0.0 0.38
H -4.40827 -2.54603 3.29715 0.0 0.0 0.0 0.36
H -3.02107 -1.94448 2.38667 0.0 0.0 0.0 0.31
H -4.13425 -3.10736 1.64483 0.0 0.0 0.0 0.38
H -5.52743 0.36095 3.85217 0.0 0.0 0.0 0.40
H -5.94213 1.49264 2.56547 0.0 0.0 0.0 0.39
H -4.24670 1.22171 2.99870 0.1 0.0 0.0 0.17
H -5.34848 0.14136 -0.76532 0.0 0.0 -0.1 0.41
H -4.34786 -1.29689 -0.73151 0.0 0.0 0.0 0.47
H -4.34150 2.17682 0.81983 0.0 0.1 0.0 0.27
H -3.29159 3.17470 -0.21338 0.0 0.0 0.0 0.34
H -2.62551 2.40387 1.25052 0.0 0.0 0.0 0.15
Cl -1.10752 5.52608 -0.69679 0.1 -0.2 0.0 -0.07
C 0.19264 4.50185 -0.08992 0.2 0.7 0.3 0.78
Cl 0.28202 4.56096 1.68852 0.0 0.0 -0.3 -0.05
Cl 1.74704 4.96527 -0.80848 -0.2 -0.1 0.1 -0.08
C -0.05864 3.11086 -0.42614 -0.1 -0.5 -0.1 -0.32
N -0.20330 1.98870 -0.59963 0.0 0.6 -0.2 -0.30
```
Forces are in eV/Å.



No. 4
This record from the Open Molecules 2025 dataset describes a molecular structure, C21H27BN6ReTe at a distorted geometry. The level of theory is the ωB97M-V functional and the def2-TZVPD basis.

Properties
HOMO-LUMO gap (alpha / beta) (eV): 6.54 / 6.03
Highest occupied orbital energy (alpha / beta) (Ha): -0.52464 / -0.53132
Multiplicity: 4
Charge: +2

XYZ file:
```
57
Properties=species:S:1:pos:R:3:forces:R:3:mulliken_spin:R:1
Re 0.00460 0.00770 0.30480 0.0 0.2 -0.7 2.81
C 3.45870 -0.00050 0.59480 -0.1 0.0 0.0 0.04
C 2.91490 0.00600 -0.78700 0.5 0.0 -0.1 -0.05
C 3.59080 -0.00090 -1.99580 -0.5 0.0 0.2 0.01
C 2.61000 0.00300 -2.99230 0.2 0.0 0.7 0.07
C 2.78030 0.00090 -4.45890 -0.2 0.0 -0.2 0.00
N 1.41720 0.01050 -2.38240 0.0 0.0 -0.8 0.02
N 1.58600 0.01300 -1.04070 0.0 0.0 1.1 0.03
B -0.00050 0.00800 -2.97500 0.0 0.0 0.8 0.01
N -0.70850 1.23570 -2.38480 0.0 -0.1 -0.7 -0.02
N -0.79480 1.38750 -1.04100 0.0 0.0 1.1 0.08
C -1.46280 2.53890 -0.79600 -0.2 0.3 -0.2 -0.05
C -1.74960 3.03250 0.57200 0.1 -0.1 0.1 0.03
C -1.80100 3.11680 -2.01040 0.3 -0.5 0.1 0.00
C -1.30750 2.26520 -3.00100 -0.1 0.2 0.8 0.06
C -1.39030 2.40810 -4.46890 0.1 -0.1 -0.2 0.00
N -0.71010 -1.21850 -2.37840 0.0 0.0 -0.8 -0.01
N -0.79680 -1.36530 -1.03660 0.0 0.0 1.1 0.05
C -1.45760 -2.51780 -0.78350 -0.2 -0.4 -0.2 -0.05
C -1.74570 -3.02080 0.58170 0.1 0.1 0.2 0.04
C -1.79130 -3.10320 -1.99490 0.2 0.4 0.1 0.00
C -1.30360 -2.25410 -2.98910 -0.1 -0.2 0.7 0.07
C -1.38810 -2.40310 -4.45510 0.1 0.1 -0.2 0.00
H 4.54360 -0.00040 0.56810 0.1 0.0 0.0 0.00
H 3.13330 -0.89520 1.12950 0.0 0.0 0.1 -0.01
H 3.13170 0.88720 1.14040 0.0 -0.1 0.1 -0.01
H 4.65080 -0.00700 -2.14460 0.2 0.0 0.0 0.00
H 3.83440 0.00010 -4.71880 0.0 0.0 0.0 0.00
H 2.31090 0.88110 -4.89510 0.0 0.0 -0.1 0.00
H 2.30980 -0.87890 -4.89520 0.0 0.0 -0.1 0.00
H -0.00040 0.00000 -4.14490 0.0 0.0 -0.4 0.00
H -1.34900 2.34430 1.31990 -0.1 0.1 0.1 -0.02
H -2.82290 3.13180 0.72210 0.0 0.0 0.0 0.00
H -1.30590 4.01460 0.72200 0.1 0.0 0.0 0.00
H -2.33280 4.03400 -2.15870 -0.1 0.2 0.0 0.00
H -1.91700 3.32030 -4.73300 0.0 0.0 0.0 0.00
H -1.91680 1.56120 -4.90620 0.0 0.0 -0.1 0.00
H -0.39290 2.44190 -4.90420 0.0 0.0 -0.1 0.00
H -1.35400 -2.34220 1.34460 -0.1 -0.2 -0.1 -0.03
H -1.30000 -4.00320 0.72490 0.1 0.0 0.0 0.00
H -2.81870 -3.12800 0.72750 -0.1 0.0 0.0 0.00
H -2.31720 -4.02460 -2.13510 -0.1 -0.2 0.0 0.00
H -1.91510 -3.31670 -4.71250 0.0 0.0 0.0 0.00
H -0.39080 -2.43740 -4.89040 0.0 0.0 -0.1 0.00
H -1.91630 -1.55700 -4.89140 0.0 0.0 -0.1 0.00
Te 0.03520 -0.18980 2.89780 0.0 0.2 -1.7 -0.11
C 0.01950 -0.00690 5.02050 0.1 0.0 0.5 0.02
C -0.92530 0.76310 5.68460 -0.2 0.1 -0.6 -0.01
C -0.91740 0.77630 7.06900 0.2 -0.2 0.2 0.00
C 0.01480 0.02680 7.77980 0.0 0.0 -0.3 0.00
C 0.95990 -0.73030 7.09630 -0.2 0.1 0.2 0.00
C 0.96520 -0.75290 5.71480 0.2 -0.1 -0.6 0.00
H -1.65880 1.34270 5.14370 0.0 0.0 0.0 0.00
H -1.64970 1.36750 7.59900 0.0 0.0 0.0 0.00
H 0.00190 0.02740 8.86060 0.0 0.0 0.0 0.00
H 1.68860 -1.31370 7.63920 0.0 0.0 0.0 0.00
H 1.69640 -1.34640 5.18530 0.1 -0.1 0.0 0.00
```
Forces are in eV/Å.



- Look up the charge of the second one.
  0



- What is the formula in the second record?
  C6H6



- Look up the charge of the first one.
  0



- Which value of charge does entry 3 give?
  +1